# 1
ORCA calculation (wB97M-V/def2-TZVPD) on an isolated molecule of C24H33N3O3.

Calculated values
Kohn-Sham gap   8.58 eV
Charge   0
ΔE to the lowest compared entry with this formula, charge and spin   0.989 eV
2S+1   1

```
63
Properties=species:S:1:pos:R:3:forces:R:3
O 2.066 1.995 0.594 -0.2 0.2 0.2
O 0.854 3.160 -2.257 -0.1 -0.2 0.2
O -2.470 -1.350 0.234 0.1 0.0 -0.3
N -2.136 1.255 0.667 0.1 0.0 0.2
N -3.397 -1.812 2.235 -0.1 -0.3 0.0
N 2.689 0.980 -1.333 0.1 0.1 0.1
C 3.865 0.403 -0.694 0.2 0.0 0.0
C 6.385 -1.079 -0.533 0.0 0.1 0.3
C -0.586 2.082 -0.728 -0.3 -0.1 0.2
C -3.669 3.329 -2.527 0.0 0.1 -0.1
C 3.887 -1.124 -0.761 0.0 0.1 0.3
C 5.161 0.982 -1.267 -0.1 0.1 0.3
C -2.312 3.176 -2.335 0.0 0.0 0.0
C 1.883 1.766 -0.594 0.4 -0.1 -0.1
C -3.797 -1.445 3.577 0.2 0.1 0.3
C -2.827 1.896 -0.336 0.0 0.4 -0.6
C -2.660 -1.612 4.586 -0.3 0.0 -0.1
C -2.717 0.502 1.738 0.0 -0.3 -0.2
C 5.086 -1.654 0.022 0.1 -0.1 -0.3
C -4.595 2.773 -1.644 -0.1 0.0 0.1
C -2.847 -0.979 1.326 -0.1 0.3 0.2
C -4.192 2.051 -0.539 -0.1 -0.1 0.1
C -3.550 -3.212 1.868 -0.1 -0.2 -0.3
C 6.356 0.446 -0.485 0.1 -0.1 -0.3
C 2.406 0.681 -2.726 -0.3 -0.1 -0.4
C 1.239 -0.293 -2.889 0.2 0.1 0.0
C -1.883 2.451 -1.228 -0.1 -0.2 0.3
C -4.947 -3.501 1.327 0.2 0.0 0.1
C -0.814 1.342 0.415 0.4 0.3 -0.3
C 0.693 2.408 -1.311 0.0 0.2 0.2
H 3.306 0.251 -3.165 0.0 0.1 0.0
H -3.007 -1.342 5.580 0.0 0.0 0.2
H -5.128 -2.902 0.439 0.0 0.0 -0.1
H 1.089 -0.509 -3.944 -0.1 0.0 -0.1
H 3.963 -1.457 -1.798 -0.1 0.0 -0.1
H -0.093 0.906 1.079 0.1 -0.1 0.1
H -4.920 1.617 0.131 -0.1 0.0 0.1
H -3.342 -3.829 2.745 0.1 0.0 0.0
H 2.961 -1.522 -0.340 -0.1 0.0 -0.1
H 5.108 -2.745 -0.033 0.0 0.0 0.1
H 4.985 -1.373 1.072 0.0 0.0 0.1
H 2.183 1.610 -3.256 0.2 -0.2 0.0
H -4.160 -0.416 3.594 -0.1 -0.1 0.0
H 3.788 0.706 0.356 0.1 -0.1 -0.2
H -5.030 -4.551 1.062 -0.1 -0.1 0.0
H -2.082 0.587 2.624 -0.1 0.1 0.0
H 7.233 -1.453 0.045 0.0 0.0 -0.1
H -1.814 -0.979 4.330 0.1 0.1 0.0
H -4.029 3.887 -3.379 0.0 0.0 -0.1
H 0.322 0.136 -2.492 -0.1 0.0 0.0
H 6.285 0.775 0.554 0.0 0.1 0.1
H 6.515 -1.407 -1.567 0.0 0.0 -0.1
H -3.704 0.914 1.963 0.1 0.0 0.1
H -2.317 -2.643 4.608 0.1 -0.1 0.0
H 5.267 0.706 -2.319 0.0 0.0 -0.1
H -5.650 2.908 -1.831 -0.1 0.0 0.0
H 1.434 -1.225 -2.366 0.0 -0.1 0.1
H -4.630 -2.092 3.863 0.0 0.1 -0.1
H -5.710 -3.269 2.068 -0.1 0.0 0.1
H 5.126 2.071 -1.206 0.0 0.0 -0.1
H -2.810 -3.429 1.095 0.0 0.0 0.2
H -1.590 3.601 -3.013 0.0 0.0 -0.1
H 7.281 0.850 -0.902 0.0 0.1 0.1
```
Forces are in eV/Å.

# 2
ORCA calculation (wB97M-V/def2-TZVPD) on a structure of composition C24H33N4OPPtS2.

Calculated values
Kohn-Sham gap (spin up / spin down)   8.30 / 4.99 eV
<S²>   6.054
Charge   +2
ΔE to the lowest compared entry with this formula, charge and spin   0.000 eV
2S+1   5

```
66
Properties=species:S:1:pos:R:3:forces:R:3
Pt -0.285 -0.133 0.321 0.3 0.0 0.0
S -4.786 -0.008 -0.268 0.0 0.1 0.0
S -2.264 1.639 0.142 0.1 -0.1 0.0
P 1.314 -3.296 0.120 0.1 0.1 0.1
O 0.658 -1.959 -0.198 -0.3 -0.1 -0.2
N -2.373 -0.936 0.000 0.0 -0.1 0.0
N 2.896 -3.172 -0.294 0.0 0.0 0.1
N 0.414 -4.410 -0.688 0.0 0.0 -0.1
N 1.327 -3.813 1.664 0.0 0.1 0.0
C 0.080 -4.224 2.350 0.0 0.0 0.0
C 0.578 1.319 1.805 0.1 0.1 0.1
C -0.534 -5.472 -2.612 0.0 0.0 0.0
C -5.493 -2.704 -0.489 0.0 0.0 0.0
C -2.728 -3.369 -0.170 0.0 0.0 0.1
C 1.569 -3.296 3.961 0.0 0.0 0.0
C 1.405 0.210 2.130 -0.1 0.0 -0.1
C -3.088 0.211 -0.037 0.0 0.0 0.0
C -5.051 -4.008 -0.491 0.0 0.0 0.0
C 3.276 -2.489 -1.558 0.0 0.0 0.0
C 2.354 -3.427 2.664 0.0 -0.1 -0.1
C -3.151 -2.020 -0.156 0.0 0.0 0.0
C 4.677 -4.400 -1.265 0.0 0.0 0.0
C -0.356 -6.468 -1.464 0.0 0.0 0.0
C 2.330 0.017 1.065 0.0 0.0 0.0
C 0.769 -5.844 -0.655 0.0 0.0 0.0
C -4.540 -1.705 -0.320 0.0 0.0 0.0
C 0.503 -4.377 3.807 0.0 0.0 0.0
C -3.677 -4.334 -0.335 0.0 0.0 0.0
C -0.205 -4.099 -2.002 0.1 0.0 -0.1
C 0.979 1.782 0.505 0.1 0.2 0.0
C 3.894 -4.228 0.029 0.0 0.0 0.0
C 4.694 -2.982 -1.829 0.0 0.0 0.0
C 2.038 0.958 0.053 -0.1 0.0 0.0
H 3.405 -5.144 0.361 0.0 0.0 0.0
H 3.067 -0.768 1.004 0.0 0.0 0.0
H -5.766 -4.809 -0.619 0.0 0.0 0.0
H -1.679 -3.614 -0.069 -0.1 0.0 0.2
H 0.830 -6.204 0.371 0.0 0.0 0.0
H 5.670 -4.810 -1.095 0.0 0.0 0.0
H 2.198 -3.426 4.840 0.0 0.0 0.0
H -0.119 1.804 2.469 0.0 0.0 0.0
H 1.093 -2.313 4.028 0.0 0.0 0.0
H 1.362 -0.362 3.044 0.0 0.0 0.0
H 5.418 -2.370 -1.288 0.0 0.0 0.0
H 0.943 -5.362 3.971 0.0 0.0 0.0
H 4.145 -5.071 -1.943 0.0 0.0 0.0
H -3.388 -5.376 -0.350 0.0 0.0 0.0
H -1.094 -3.485 -1.854 0.2 0.0 -0.2
H 4.546 -3.881 0.833 0.0 0.0 0.0
H 0.169 -5.702 -3.413 0.0 0.0 0.0
H 2.608 -2.774 -2.375 0.0 0.0 0.0
H 3.219 -1.406 -1.447 0.0 0.0 0.0
H 3.098 -4.221 2.749 0.0 0.0 0.0
H 2.536 1.042 -0.901 0.0 0.0 0.0
H -1.532 -5.495 -3.044 0.0 0.0 0.0
H 4.944 -2.938 -2.887 0.0 0.0 0.0
H -0.335 -4.266 4.492 0.0 0.0 0.0
H -0.318 -5.145 1.924 0.0 0.0 0.0
H 1.734 -6.026 -1.142 0.0 0.0 0.0
H 0.608 2.660 0.000 0.0 0.0 0.0
H 0.471 -3.534 -2.646 0.0 0.0 0.0
H -0.116 -7.473 -1.807 0.0 0.0 0.0
H 2.874 -2.517 2.365 0.0 0.0 0.0
H -0.683 -3.443 2.262 0.0 0.0 0.0
H -1.257 -6.530 -0.850 0.0 0.0 0.0
H -6.540 -2.467 -0.611 0.0 0.0 0.0
```
Forces are in eV/Å.

# 3
ORCA calculation (wB97M-V/def2-TZVPD) on an isolated molecule of C24H33N5O3 at a distorted geometry.

Calculated values
Kohn-Sham gap   8.84 eV
Charge   0
ΔE to the lowest compared entry with this formula, charge and spin   1.321 eV
2S+1   1

```
65
Properties=species:S:1:pos:R:3:forces:R:3
O -5.161 1.451 -1.053 0.0 0.1 -0.1
O -1.720 1.598 -1.822 -0.3 0.2 0.1
O -6.064 -2.962 -0.398 -0.2 -0.2 -0.1
N -5.554 -0.781 -0.737 -0.2 0.1 -0.2
N -2.730 1.010 0.802 -0.1 -0.4 0.2
N -2.427 -0.968 1.778 0.0 -0.5 0.2
N 0.362 0.948 1.638 0.1 -0.1 0.3
N -4.279 -2.129 0.721 -0.1 -0.1 0.0
C 0.405 1.671 -3.059 -0.4 -0.1 0.2
C 2.075 -0.195 0.314 0.1 -0.1 0.4
C 2.551 1.992 1.371 0.0 -0.3 0.3
C 3.172 0.666 0.936 -0.1 0.3 -0.4
C 4.332 0.897 -0.045 -0.1 -0.2 0.3
C -1.325 2.337 -0.685 -0.1 0.1 0.1
C -1.989 0.275 1.663 -0.2 0.1 0.0
C -2.487 2.342 0.315 0.5 0.5 -0.6
C 0.904 -0.353 1.278 0.0 -0.1 -0.4
C 4.766 -1.042 -1.591 0.0 0.0 0.0
C 6.265 -2.814 -0.988 0.0 -0.1 0.0
C -6.704 -0.716 -1.624 -0.2 0.0 -0.2
C -5.340 -2.021 -0.153 0.2 -0.1 0.2
C -0.843 0.813 2.447 0.2 0.1 0.0
C 6.529 -2.173 0.211 0.0 -0.1 0.1
C -4.824 0.398 -0.546 0.2 0.1 0.2
C 1.372 1.748 2.308 0.1 0.3 -0.2
C -4.016 -3.379 1.398 0.0 -0.3 0.1
C 5.383 -2.244 -1.889 0.0 -0.1 -0.1
C 5.022 -0.391 -0.392 0.1 0.1 -0.1
C -3.709 0.171 0.322 0.0 -0.8 0.3
C 5.911 -0.971 0.505 0.0 0.0 0.0
C -3.489 -1.046 0.947 0.1 1.4 -0.4
C -0.708 0.834 -2.431 0.2 -0.1 -0.2
H 1.729 1.253 3.229 0.0 0.0 0.0
H -0.019 2.385 -3.760 0.0 0.1 -0.1
H -4.061 -3.228 2.477 0.0 -0.1 0.0
H -2.253 3.007 1.149 -0.1 0.0 0.0
H -0.279 0.129 -1.701 -0.1 0.0 -0.1
H 1.094 1.021 -3.592 0.1 -0.1 -0.1
H 4.079 -0.601 -2.301 -0.1 0.1 -0.1
H 0.924 2.705 2.589 0.0 -0.1 0.1
H 0.106 -0.936 0.813 0.1 -0.1 0.1
H 5.174 -2.738 -2.827 0.0 0.0 -0.1
H 2.198 2.533 0.491 0.0 0.1 -0.1
H -1.093 3.375 -0.966 0.0 -0.1 0.1
H -4.774 -4.093 1.083 0.1 0.1 0.1
H -1.108 1.806 2.825 0.0 -0.1 0.1
H 0.957 2.218 -2.298 0.1 0.1 0.1
H 1.726 0.283 -0.603 0.0 0.0 -0.1
H -1.224 0.262 -3.205 0.1 0.0 0.1
H 3.562 0.151 1.821 0.0 0.0 0.0
H -7.615 -0.942 -1.071 0.0 0.0 -0.1
H 3.945 1.368 -0.951 0.0 0.1 0.0
H -0.449 1.883 -0.203 -0.1 0.1 -0.1
H 6.125 -0.472 1.440 0.0 0.1 0.1
H 6.747 -3.752 -1.219 0.0 -0.1 0.0
H -0.684 0.140 3.305 -0.1 0.1 0.0
H 5.047 1.582 0.416 0.0 0.1 -0.1
H 2.466 -1.181 0.057 0.0 0.0 -0.1
H -3.397 2.670 -0.193 0.1 0.0 0.2
H 3.292 2.613 1.879 0.0 0.1 0.0
H -3.022 -3.740 1.134 0.0 0.0 0.0
H 1.239 -0.900 2.177 -0.1 0.0 0.0
H -6.592 -1.448 -2.424 0.0 0.0 0.0
H -6.747 0.291 -2.031 0.0 -0.1 0.0
H 7.219 -2.611 0.917 0.1 0.0 0.1
```
Forces are in eV/Å.

# 4
ORCA calculation (wB97M-V/def2-TZVPD) on an isolated molecule of C24H33N7O at a distorted geometry.

Calculated values
Kohn-Sham gap   8.27 eV
Charge   0
ΔE to the lowest compared entry with this formula, charge and spin   2.235 eV
2S+1   1

```
65
Properties=species:S:1:pos:R:3:forces:R:3
O -3.024 -2.596 1.343 0.4 -0.1 -0.1
N -0.761 -1.753 -2.264 0.3 1.0 0.4
N 0.683 -0.014 -0.331 -0.1 -0.1 0.0
N 3.290 1.069 0.041 0.0 0.1 -0.1
N -5.040 2.758 -0.263 -0.2 0.2 0.0
N -1.004 -2.967 -2.733 -0.1 -0.3 -0.9
N -0.977 -3.149 -0.638 0.4 1.3 -0.8
N -1.139 -3.805 -1.796 -0.2 -1.1 0.6
C 0.914 1.116 0.545 0.0 0.4 -0.1
C 6.995 -0.464 1.363 0.0 0.0 0.1
C -5.960 2.834 0.845 0.1 0.0 0.1
C -3.970 1.892 -0.199 0.2 0.0 0.1
C 7.859 0.114 -0.795 0.1 0.0 0.0
C -4.414 -2.484 1.507 -0.1 0.0 0.0
C -2.509 0.434 1.071 0.1 0.0 -0.2
C 2.111 1.913 0.042 -0.2 0.0 0.2
C -3.606 1.270 1.003 -0.2 0.1 0.1
C 7.996 -0.555 0.408 0.1 -0.1 0.0
C 5.722 0.970 -0.092 0.1 0.0 -0.1
C -3.178 1.622 -1.325 -0.1 0.1 -0.1
C -5.503 3.221 -1.549 0.1 0.0 -0.1
C -0.746 -1.847 -0.953 -0.1 -1.0 0.1
C -1.738 0.175 -0.051 -0.1 0.0 0.3
C 5.868 0.296 1.115 0.0 0.0 0.0
C 6.726 0.870 -1.044 -0.1 0.1 0.0
C 1.858 -0.863 -0.329 0.3 -0.1 -0.2
C -0.534 -0.739 0.016 0.0 0.3 0.1
C 4.489 1.797 -0.338 -0.1 0.0 0.1
C 3.058 -0.069 -0.828 -0.1 -0.3 0.1
C -2.601 -3.896 1.013 0.1 -0.1 0.0
C -1.126 -3.830 0.614 -0.6 -0.3 0.5
C -2.087 0.783 -1.249 0.0 0.0 0.2
H -2.723 -4.574 1.873 0.0 0.0 -0.1
H -1.495 0.580 -2.126 0.0 0.0 -0.1
H -6.352 3.887 -1.408 0.0 0.0 0.0
H -4.767 -3.106 2.339 0.0 0.0 0.0
H 4.457 2.120 -1.395 0.0 0.0 0.1
H -5.815 2.396 -2.201 0.0 0.0 -0.1
H 6.622 1.387 -1.988 0.0 0.0 -0.1
H -4.175 1.438 1.903 -0.1 0.1 0.1
H 3.947 -0.703 -0.821 -0.1 0.0 -0.1
H 5.080 0.370 1.848 -0.1 0.0 0.1
H 8.634 0.045 -1.544 0.1 0.0 -0.1
H 0.026 1.751 0.544 0.1 0.0 0.1
H -4.945 -2.779 0.594 0.0 0.0 0.0
H -0.561 -3.300 1.383 0.0 -0.1 -0.1
H -0.469 -1.166 1.037 -0.1 0.1 -0.1
H -4.717 3.786 -2.053 -0.1 0.0 -0.1
H 2.286 2.763 0.707 0.0 0.0 0.0
H 1.883 2.295 -0.968 0.0 0.0 0.0
H 1.692 -1.710 -0.998 0.0 0.0 0.0
H -0.734 -4.842 0.489 0.0 0.1 0.1
H -6.749 3.546 0.611 0.0 0.0 0.0
H 8.878 -1.148 0.602 0.1 0.0 0.0
H -2.257 -0.029 2.014 0.0 -0.1 0.1
H 7.098 -0.987 2.303 0.0 0.0 0.1
H -3.413 2.066 -2.278 -0.1 0.1 -0.1
H 1.112 0.785 1.581 0.0 0.0 0.0
H 2.076 -1.248 0.685 0.0 0.0 -0.1
H 2.860 0.252 -1.866 0.0 0.0 0.0
H -4.612 -1.436 1.718 -0.1 0.0 0.0
H 4.538 2.697 0.285 0.0 0.0 -0.1
H -5.448 3.189 1.742 -0.1 0.0 0.1
H -6.425 1.865 1.068 0.0 0.0 0.1
H -3.188 -4.293 0.171 0.1 0.0 0.1
```
Forces are in eV/Å.

Q: Look up the ΔE to the lowest compared entry with this formula, charge and spin of the fourth one.
A: 2.235 eV